Density functional theory data (ωB97M-V with the def2-TZVPD basis set) for 2 unconnected molecules or ions with the total composition C7H15FNO.

Each line ends with the Mulliken charge.
Geometry (Å):
C -0.084 1.743 -0.083  -0.37
C -0.933 0.698 0.748  -0.86
C -0.568 1.723 -1.521  -0.33
C -0.356 -0.698 0.537  0.51
C 0.103 1.251 -2.595  0.68
C 0.733 -1.171 1.345  -1.61
C -0.226 1.397 -3.982  -1.14
N 0.632 -2.351 3.807  -0.82
O -0.934 -1.378 -0.319  -0.44
F 1.167 0.357 -2.273  -0.21
H -0.219 2.705 0.466  0.38
H 0.846 1.167 0.028  0.32
H -1.067 0.997 1.819  0.40
H -1.978 0.733 0.410  0.43
H -1.351 2.475 -1.702  0.35
H 1.313 -1.889 0.859  0.49
H 0.558 -1.827 2.219  0.63
H 1.245 -0.438 1.827  0.41
H -1.222 1.721 -4.132  0.38
H 0.117 0.485 -4.556  0.37
H 0.482 2.129 -4.541  0.33
H 0.187 -3.226 4.038  0.24
H 0.522 -1.778 4.551  0.21
H 1.619 -2.655 3.715  0.29
H -0.585 -2.171 -0.667  0.35

Properties
DFT total energy = -505.0927 Eh
charge = +1
2S+1 = 3
maximum force = 7.109 eV/A